11
Properties=species:S:1:pos:R:3:lowdin_charge:R:1 method="wB97M-V/def2-TZVPD" smiles="[H]/N=C/N.C=O" largest_force_ev_per_a=1.56 total_energy_ha=-264.5124 relative_energy_kcal_mol=47.0 spin_multiplicity=1 e_homo_ev=-9.82
H 2.469 -0.425 0.512 0.0453
N 1.470 -0.241 0.486 0.0596
C 0.933 -1.360 0.182 -0.3585
N -0.314 -1.526 -0.418 0.0846
H 1.420 -2.324 0.351 0.1099
H -0.897 -2.235 0.014 0.0912
H -0.771 -0.625 -0.389 0.0445
C -0.497 1.762 0.045 -0.1883
O -1.602 1.582 -0.393 -0.0247
H 0.301 2.174 -0.595 0.0801
H -0.150 1.455 1.030 0.0564